Computed, not measured: a structure of composition C10H14S7Sb2Tc in a non-equilibrium geometry, with ωB97M-V/def2-TZVPD.

## Properties
Spin multiplicity: 2
HOMO level (spin up / spin down) (eV): -15.01 / -15.21
Gap between HOMO and LUMO (spin up / spin down) (eV): 5.79 / 6.33
Charge: +2
⟨S²⟩: 0.83
E_tot (eV): -101705.0133
ΔE to the lowest compared entry with this formula, charge and spin (eV): 0.000

Last column: Mulliken charge in e.
Atoms and positions in Å:
Sb  -4.0932  2.5124  2.4183  0.673
Sb  -1.9414  4.1336  -1.0372  0.698
Tc  -1.1838  0.4213  -0.2277  0.568
S  -1.7353  2.2053  3.0726  -0.176
S  -0.5192  2.0153  1.4239  0.127
S  -1.0329  1.9003  -1.8481  -0.223
S  -3.3175  0.3771  -0.0904  0.098
S  -0.2568  3.9648  0.7208  -0.162
S  -4.2625  0.1449  1.7176  -0.124
S  -3.9639  3.5257  0.1695  -0.310
C  0.0194  -1.3028  -1.2695  -0.642
C  -1.8542  -2.5088  1.8434  -1.616
C  0.1687  -1.0324  1.4999  -0.786
C  2.1849  -0.0306  -1.6172  0.001
C  1.1164  -0.5874  -0.7140  1.040
C  3.2990  -1.0831  -1.7497  -1.468
C  -0.8763  -1.7879  0.9731  1.132
C  2.7425  1.3076  -1.1345  -1.387
C  -0.9328  -1.9070  -0.4359  -0.941
C  1.1617  -0.4763  0.6723  -0.176
H  4.0507  -0.7176  -2.4470  0.427
H  -0.0716  -1.3898  -2.3447  0.534
H  3.4561  1.6871  -1.8631  0.459
H  3.2847  1.2025  -0.1933  0.365
H  2.9186  -2.0324  -2.1274  0.394
H  -1.8550  -2.1186  2.8588  0.422
H  3.7820  -1.2574  -0.7868  0.369
H  0.2258  -0.8964  2.5734  0.551
H  -2.8662  -2.4801  1.4431  0.356
H  1.9492  2.0498  -1.0122  0.259
H  1.9654  0.0876  1.1280  0.303
H  1.7300  0.1082  -2.6019  0.407
H  -1.5593  -3.5608  1.8827  0.351
H  -1.7330  -2.4742  -0.8967  0.480